10 unconnected molecules or ions with the total composition C4H27N2O11 in a non-equilibrium geometry, computed with wB97M-V/def2-TZVPD.

Structure (XYZ):
```
44
C4H27N2O11 | the OMol25 dataset | wB97M-V/def2-TZVPD
N -0.19 -0.86 -2.31
C -0.64 0.46 -2.62
C -1.84 1.21 -1.93
N -2.01 1.10 -0.60
C -1.03 0.39 0.24
C -1.51 0.43 1.70
O -0.36 0.38 2.51
O -2.56 1.86 -2.64
H -0.97 -1.52 -2.24
H 0.28 -1.14 -1.42
H 0.23 1.12 -2.47
H -0.68 0.54 -3.71
H -2.84 1.52 -0.23
H -0.13 1.01 0.17
H -0.88 -0.60 -0.18
H -2.11 1.31 1.90
H -2.06 -0.50 1.89
H 2.19 3.09 1.86
H 1.23 3.98 1.21
O 2.17 3.79 1.18
H 1.64 -1.47 -1.67
H 1.55 -0.77 -3.03
O 2.17 -1.20 -2.45
H -0.32 2.26 2.45
H -0.96 2.99 1.33
O -0.57 3.18 2.21
H 1.56 -2.05 2.63
H 0.16 -0.49 2.19
O 1.15 -1.43 2.02
H -1.74 -3.79 -0.06
H -1.23 -2.35 0.01
O -2.07 -2.89 0.04
H 2.51 0.96 2.39
H 1.03 1.28 2.74
O 1.95 1.64 2.78
H 0.77 -2.95 -0.47
H 0.90 -1.80 1.07
O 0.41 -2.06 -0.32
H 2.91 0.12 -0.28
H 3.22 1.55 0.33
O 3.33 0.60 0.45
H -0.75 -2.98 -2.06
H -2.34 -2.87 -2.03
O -1.57 -3.08 -2.54
```

Calculated values
**HOMO level (alpha / beta)**: -10.14 / -10.14 eV
**Orbital gap (alpha / beta)**: 9.9 / 5.3 eV
**Multiplicity**: 2
**⟨S²⟩**: 0.756
**Relative energy (zero: lowest compared OMol25 entry of this formula, charge and spin)**: 2.552 eV

=====

9 unconnected molecules or ions with the total composition C4H27NO8S2 in a non-equilibrium geometry, computed with wB97M-V/def2-TZVPD.

Structure (XYZ):
```
42
C4H27NO8S2 | the OMol25 dataset | wB97M-V/def2-TZVPD
C 1.84 1.05 -1.16
C 1.80 1.04 0.39
N 1.75 -0.35 0.85
C 1.73 -0.30 2.38
C 1.06 -1.56 2.92
S -0.74 -1.56 2.62
S -1.71 0.04 3.42
H 2.20 0.07 -1.55
H 2.35 1.91 -1.62
H 0.84 1.07 -1.59
H 0.95 1.70 0.56
H 2.73 1.48 0.72
H 0.90 -0.83 0.57
H 2.79 -0.48 2.64
H 1.33 0.64 2.74
H 1.44 -2.54 2.61
H 1.27 -1.54 3.98
H -1.22 1.16 2.77
O -2.75 2.44 0.08
H -2.84 1.73 -0.59
H -3.26 3.22 -0.18
O 2.00 -2.64 -2.18
H 2.63 -2.13 -1.63
H 2.13 -2.34 -3.08
O -1.10 3.41 1.98
H -1.07 4.37 1.82
H -1.79 3.16 1.32
O -0.66 -1.58 -2.38
H 0.19 -1.89 -2.04
H -1.49 -1.60 -1.88
O -2.40 -1.59 -0.16
H -2.80 -0.75 -0.47
H -3.06 -2.03 0.37
O -1.59 0.78 -3.13
H -1.30 0.49 -2.26
H -1.45 0.12 -3.80
O 3.74 -1.80 -0.22
H 3.51 -2.10 0.66
H 3.51 -0.86 -0.21
O -3.66 0.44 -1.47
H -3.56 0.44 -2.44
H -4.27 -0.31 -1.38
```

Calculated values
**HOMO level**: -8.49 eV
**SMILES**: CCNCCSS.O.O.O.O.O.O.O.O
**Orbital gap**: 8.6 eV
**Relative energy (zero: lowest compared OMol25 entry of this formula, charge and spin)**: 1.013 eV

=====

10 unconnected molecules or ions with the total composition C4H28N2O10 in a non-equilibrium geometry, computed with wB97M-V/def2-TZVPD.

Structure (XYZ):
```
44
C4H28N2O10 | the OMol25 dataset | wB97M-V/def2-TZVPD
C -1.32 -3.51 -1.05
N 0.01 -3.10 -1.43
C 0.57 -1.87 -1.19
O 1.64 -1.69 -1.74
C -0.08 -0.73 -0.29
C -0.25 -1.34 1.07
N 0.71 0.43 -0.19
H -1.87 -3.84 -1.82
H -1.45 -3.93 -0.03
H -1.85 -2.62 -0.62
H 0.48 -3.40 -2.33
H -0.97 -0.45 -0.80
H -1.37 -1.45 1.20
H 0.11 -0.65 1.85
H 0.42 -2.25 1.31
H 1.63 0.20 0.27
H 0.96 1.08 -1.06
O 3.72 0.45 -0.70
H 2.96 -0.02 -1.16
H 3.74 -0.02 0.07
O -1.67 1.60 0.97
H -1.47 2.45 1.15
H -1.09 1.58 0.12
O -1.67 -3.77 2.36
H -0.99 -4.32 2.65
H -1.46 -2.78 2.32
O -2.42 3.08 -1.89
H -3.17 3.07 -2.51
H -2.65 2.40 -1.11
O -2.49 0.39 4.09
H -1.89 -0.37 3.99
H -1.96 1.29 4.09
O 0.11 3.58 -1.27
H 0.17 2.69 -1.40
H -0.84 3.99 -1.50
O 1.13 0.33 -3.83
H 1.60 -0.15 -3.09
H 1.23 1.18 -3.57
O 2.82 -0.38 2.66
H 3.10 0.10 3.49
H 1.99 -0.85 2.58
O -0.41 4.18 1.17
H 0.46 3.71 1.01
H -0.54 4.63 0.44
```

Calculated values
**HOMO level**: -9.88 eV
**SMILES**: CNC(=O)[C@@H](C)N.O.O.O.O.O.O.O.O.O
**Orbital gap**: 9.8 eV
**Relative energy (zero: lowest compared OMol25 entry of this formula, charge and spin)**: 6.478 eV

=====

9 unconnected molecules or ions with the total composition C4H28N3O8S in a non-equilibrium geometry, computed with wB97M-V/def2-TZVPD.

Structure (XYZ):
```
44
C4H28N3O8S | the OMol25 dataset | wB97M-V/def2-TZVPD
C 0.86 1.45 0.38
N 0.25 1.32 -0.95
C -0.63 2.43 -1.26
N -1.79 2.62 -0.41
C 1.43 0.21 1.05
C 2.66 -0.26 0.26
S 3.31 -1.86 0.76
N 1.79 0.57 2.41
H 1.64 2.22 0.27
H 0.19 1.96 1.08
H -0.31 0.47 -0.99
H -0.08 3.37 -1.27
H -0.99 2.32 -2.28
H -1.59 3.25 0.35
H -2.12 1.72 -0.07
H 0.73 -0.62 1.00
H 3.44 0.48 0.33
H 2.42 -0.35 -0.80
H 2.78 0.78 2.53
H 1.53 -0.11 3.10
H -1.60 1.26 2.48
H -0.16 1.50 3.09
O -1.08 1.31 3.31
H 2.80 0.55 -2.60
H 1.35 1.04 -2.51
O 2.03 0.71 -3.15
H -2.84 -1.12 -1.42
H -3.18 0.31 -2.01
O -3.54 -0.54 -1.76
H -3.26 0.05 0.61
H -2.09 -0.72 1.20
O -2.51 0.15 1.21
H -0.03 -1.24 -3.66
H 0.98 -1.04 -2.58
O 0.11 -1.47 -2.72
H 0.06 -2.17 2.35
H -1.03 -1.65 3.23
O -0.90 -2.27 2.50
H 1.48 -3.19 -0.07
H 1.12 -3.51 -1.51
O 0.73 -3.47 -0.62
H -1.62 -2.57 0.36
H -0.75 -1.96 -0.86
O -1.58 -1.93 -0.35
```

Calculated values
**HOMO level (alpha / beta)**: -9.51 / -9.51 eV
**Orbital gap (alpha / beta)**: 9.6 / 6.4 eV
**Multiplicity**: 2
**⟨S²⟩**: 0.753

=====

10 unconnected molecules or ions with the total composition C4H28NO10 in a non-equilibrium geometry, computed with wB97M-V/def2-TZVPD.

Structure (XYZ):
```
43
C4H28NO10 | the OMol25 dataset | wB97M-V/def2-TZVPD
O 0.57 2.25 0.02
H 0.51 3.18 0.30
C -0.92 -4.22 2.28
C -1.16 -3.75 0.83
C -2.01 -4.72 0.01
O -1.33 -5.76 -0.74
C -0.81 -6.99 -0.12
N -1.79 -2.48 0.95
H -0.41 -3.47 2.88
H -0.20 -5.04 2.24
H -1.78 -4.62 2.81
H -0.21 -3.58 0.33
H -2.70 -4.25 -0.69
H -2.73 -5.21 0.67
H -1.64 -7.57 0.28
H -0.02 -6.81 0.61
H -0.28 -7.59 -0.87
H -2.09 -2.16 0.04
H -1.06 -1.82 1.19
O 1.00 1.56 3.97
H 1.64 0.85 4.01
H 0.76 1.61 3.04
O 0.49 5.14 -2.89
H 0.32 4.42 -2.28
H -0.26 5.14 -3.48
O 4.41 3.88 -3.24
H 3.60 3.77 -2.75
H 5.10 3.88 -2.58
O 2.62 -0.41 -2.43
H 3.46 0.00 -2.65
H 2.20 0.21 -1.83
O -2.39 1.56 -2.50
H -1.77 1.75 -1.80
H -2.71 2.41 -2.79
O -2.33 4.43 1.48
H -2.43 4.47 2.43
H -1.64 3.79 1.34
O -1.51 8.03 -0.71
H -1.41 7.19 -0.26
H -0.64 8.21 -1.06
O 4.17 1.11 1.22
H 4.13 0.34 1.79
H 3.26 1.27 0.96
```

Calculated values
**HOMO level**: -4.37 eV
**Orbital gap**: 7.0 eV
**Net charge**: -1
**Relative energy (zero: lowest compared OMol25 entry of this formula, charge and spin)**: 3.188 eV

=====

11 unconnected molecules or ions with the total composition C4H28NO12S in a non-equilibrium geometry, computed with wB97M-V/def2-TZVPD.

Structure (XYZ):
```
46
C4H28NO12S | the OMol25 dataset | wB97M-V/def2-TZVPD
O -2.04 -1.56 0.55
C -1.24 -0.90 1.17
C -0.50 0.27 0.57
C -0.64 1.50 1.45
S -2.38 1.79 1.92
N 0.87 -0.21 0.44
C 1.69 0.50 -0.64
O 1.33 1.81 -0.71
H -0.97 -1.18 2.23
H -0.89 0.54 -0.50
H -0.15 2.41 0.94
H -0.03 1.42 2.39
H -2.88 2.22 0.72
H 1.40 -0.10 1.36
H 2.79 0.46 -0.41
H 1.45 0.06 -1.62
H 1.69 -2.22 -3.58
H 0.50 -1.47 -3.89
O 1.15 -2.01 -4.32
H 1.60 -2.16 0.29
H 1.47 -3.44 1.12
O 2.07 -2.85 0.72
H -2.26 -0.74 -2.31
H -2.84 -1.05 -0.93
O -3.06 -0.68 -1.78
H 2.89 -2.07 2.03
H 2.97 -0.67 2.78
O 3.28 -1.59 2.78
H -0.14 -0.92 -1.95
H -0.47 0.40 -2.77
O -0.56 -0.67 -2.74
H 1.76 2.54 0.37
H 3.10 3.26 1.02
O 2.21 2.96 1.31
H 0.22 1.98 -1.86
H -1.26 2.06 -2.08
O -0.47 1.88 -2.54
H 2.32 1.76 2.18
H 2.23 1.22 3.69
O 2.29 0.89 2.84
H -3.01 0.97 -1.54
H -3.47 2.31 -2.11
O -2.90 1.97 -1.44
H -3.74 -3.71 1.99
H -2.53 -3.12 1.17
O -2.86 -3.86 1.69
```

Calculated values
**HOMO level**: -6.16 eV
**Orbital gap**: 8.8 eV
**Net charge**: -1
**Relative energy (zero: lowest compared OMol25 entry of this formula, charge and spin)**: 1.563 eV

=====

12 unconnected molecules or ions with the total composition C4H28NO14 in a non-equilibrium geometry, computed with wB97M-V/def2-TZVPD.

Structure (XYZ):
```
47
C4H28NO14 | the OMol25 dataset | wB97M-V/def2-TZVPD
C 0.59 -0.47 -2.50
C 0.94 -0.83 -1.03
N 0.29 -0.38 0.06
C -0.66 0.80 0.00
C -1.10 1.33 1.43
O -0.31 0.92 2.29
O -2.20 1.92 1.54
O 1.70 -1.86 -0.86
H 0.34 0.60 -2.44
H 1.51 -0.60 -3.05
H -0.34 -1.05 -2.85
H 0.21 -0.93 0.95
H -1.60 0.44 -0.48
H -0.22 1.67 -0.56
H 2.74 2.84 -0.15
H 1.70 1.82 -0.69
O 2.51 2.35 -0.92
H -1.32 -2.63 2.71
H -1.50 -3.19 1.26
O -0.88 -2.86 1.89
H 1.58 1.58 1.97
H 2.78 0.74 1.43
O 2.57 1.60 1.81
H 4.31 0.10 -2.67
H 3.13 0.99 -2.25
O 3.55 0.64 -2.97
H -4.39 1.39 0.57
H -3.22 2.15 0.36
O -4.02 1.85 -0.12
H -1.94 0.01 3.35
H -0.62 -0.36 3.61
O -1.44 -0.77 3.68
H 0.96 -3.86 0.31
H 1.57 -4.14 -1.04
O 1.16 -4.55 -0.28
H 2.59 -2.20 1.18
H 3.38 -2.77 0.16
O 3.45 -2.28 1.00
H -2.60 2.21 -2.76
H -3.27 1.29 -1.76
O -2.69 1.27 -2.58
H -0.72 4.51 0.76
H -1.14 3.26 -0.09
O -0.57 4.11 -0.11
H -1.96 -2.89 -1.92
H -2.48 -1.66 -2.32
O -2.86 -2.54 -2.05
```

Calculated values
**HOMO level**: -7.16 eV
**Orbital gap**: 9.8 eV
**Net charge**: -1
**Relative energy (zero: lowest compared OMol25 entry of this formula, charge and spin)**: 2.461 eV

=====

9 unconnected molecules or ions with the total composition C4H29N3O8 in a non-equilibrium geometry, computed with wB97M-V/def2-TZVPD.

Structure (XYZ):
```
44
C4H29N3O8 | the OMol25 dataset | wB97M-V/def2-TZVPD
C 0.61 3.04 0.33
N -0.52 3.01 1.27
C -0.39 1.98 2.32
C -0.32 0.59 1.68
N -1.28 -0.34 2.23
C -1.58 -1.49 1.35
N -1.62 -1.11 -0.05
H 0.45 3.93 -0.29
H 1.58 3.11 0.82
H 0.56 2.18 -0.32
H -0.57 3.89 1.76
H -1.33 2.03 2.87
H 0.44 2.22 2.98
H -0.51 0.77 0.62
H 0.68 0.14 1.74
H -2.17 0.07 2.46
H -0.88 -2.30 1.53
H -2.57 -1.83 1.66
H -2.25 -1.68 -0.60
H -0.69 -1.11 -0.46
O 2.82 0.58 -2.69
H 3.22 1.40 -2.40
H 2.21 0.34 -1.97
O -0.85 0.71 -2.27
H -1.80 0.89 -2.27
H -0.72 0.04 -1.60
O 0.98 -2.37 3.39
H 1.55 -1.72 3.80
H 0.18 -1.87 3.21
O 2.12 -2.83 0.94
H 3.04 -2.57 1.06
H 1.81 -2.98 1.84
O 0.28 -0.34 -4.37
H 1.17 0.01 -4.21
H -0.26 0.22 -3.74
O -2.92 1.53 -0.66
H -2.30 2.25 -0.61
H -2.64 0.69 -0.23
O 0.16 -2.41 -2.67
H 0.24 -1.87 -3.49
H 0.28 -3.34 -2.88
O 1.24 -0.80 -0.71
H 1.40 -1.29 0.12
H 1.17 -1.39 -1.48
```

Calculated values
**HOMO level**: -9.24 eV
**SMILES**: CNCCNCN.O.O.O.O.O.O.O.O
**Orbital gap**: 9.6 eV
**Relative energy (zero: lowest compared OMol25 entry of this formula, charge and spin)**: 0.000 eV

=====

11 unconnected molecules or ions with the total composition C4H29NO12 in a non-equilibrium geometry, computed with wB97M-V/def2-TZVPD.

Structure (XYZ):
```
46
C4H29NO12 | the OMol25 dataset | wB97M-V/def2-TZVPD
C 1.93 0.03 1.97
C 1.91 -0.45 0.57
O 2.43 -1.55 0.29
N 1.60 0.36 -0.48
C 0.30 1.04 -0.57
C 0.29 2.12 -1.65
O -0.66 1.83 -2.70
H 0.90 0.30 2.24
H 2.33 -0.65 2.71
H 2.55 0.92 2.02
H 1.89 -0.05 -1.37
H -0.45 0.23 -0.59
H 0.02 1.49 0.38
H 1.25 2.29 -2.11
H -0.05 3.06 -1.20
H -1.40 1.32 -2.33
O -0.99 0.52 4.20
H -1.67 1.18 4.05
H -1.12 -0.07 3.45
O -1.00 3.20 1.61
H -1.32 3.95 2.12
H -0.05 3.22 1.82
O 1.39 -3.32 -1.57
H 1.91 -3.89 -2.13
H 1.94 -2.72 -1.04
O -1.08 -2.12 -2.44
H -1.51 -2.47 -1.65
H -0.35 -2.75 -2.56
O 1.35 -0.07 -3.23
H 0.39 0.02 -3.21
H 1.52 -0.49 -4.08
O -2.37 0.06 1.99
H -2.06 -0.40 1.19
H -3.32 0.05 2.10
O -2.99 0.47 -1.81
H -2.47 -0.19 -1.35
H -3.62 -0.01 -2.36
O -1.74 -2.07 0.40
H -0.93 -2.54 0.76
H -2.48 -2.42 0.90
O 1.82 3.59 1.33
H 1.33 3.91 0.55
H 2.67 3.41 0.92
O 0.37 -3.49 1.26
H 0.41 -3.99 0.44
H 1.09 -2.84 1.16
```

Calculated values
**HOMO level**: -9.61 eV
**SMILES**: CC(=O)NCCO.O.O.O.O.O.O.O.O.O.O
**Orbital gap**: 9.9 eV
**Relative energy (zero: lowest compared OMol25 entry of this formula, charge and spin)**: 1.878 eV

=====

A molecular structure, C4H2AuLiO2 in a non-equilibrium geometry, computed with wB97M-V/def2-TZVPD.

Structure (XYZ):
```
10
C4H2AuLiO2 | the OMol25 dataset | wB97M-V/def2-TZVPD
O 1.66 0.75 0.32
C 0.68 1.63 0.47
C -0.47 1.99 0.67
C -0.57 -1.59 0.55
C -1.00 -1.35 -0.62
O -1.50 -0.65 -1.51
Li -1.03 1.20 -1.59
H 2.50 1.16 0.08
H -1.34 2.59 0.86
Au 1.34 -1.21 0.59
```

Calculated values
**HOMO level (alpha / beta)**: -19.53 / -19.68 eV
**Orbital gap (alpha / beta)**: 9.8 / 7.1 eV
**Multiplicity**: 3
**⟨S²⟩**: 2.016
**Net charge**: +2

=====

C4H2BrP in the gas phase in a non-equilibrium geometry, computed with wB97M-V/def2-TZVPD.

Structure (XYZ):
```
8
C4H2BrP | the OMol25 dataset | wB97M-V/def2-TZVPD
C 1.10 -1.60 -0.61
C 0.58 -1.60 0.48
P -0.42 -1.45 2.07
Br 1.43 -0.97 3.31
C -0.98 0.16 1.55
C -1.26 1.21 1.07
H 1.77 -1.30 -1.42
H -1.37 2.03 0.53
```

Calculated values
**HOMO level**: -9.94 eV
**SMILES**: C#CP(Br)C#C
**Orbital gap**: 9.5 eV
**Relative energy (zero: lowest compared OMol25 entry of this formula, charge and spin)**: 0.120 eV

=====

2 unconnected molecules or ions with the total composition C4H2Cl2 in a non-equilibrium geometry, computed with wB97M-V/def2-TZVPD.

Structure (XYZ):
```
8
C4H2Cl2 | the OMol25 dataset | wB97M-V/def2-TZVPD
C 1.13 -0.53 -0.33
C 0.03 -0.17 0.06
C -1.02 0.59 0.35
C -0.09 3.02 -0.01
Cl -1.07 3.72 -1.23
Cl 1.52 2.94 -0.48
H 2.03 -0.45 -0.87
H -1.46 0.40 1.31
```

Calculated values
**HOMO level (alpha / beta)**: -8.64 / -8.45 eV
**Orbital gap (alpha / beta)**: 6.9 / 6.9 eV
**Relative energy (zero: lowest compared OMol25 entry of this formula, charge and spin)**: 5.951 eV